{"formula": "C17H19N", "method": "ωB97M-V with the def2-TZVPD basis set", "species": ["C", "C", "C", "C", "C", "C", "C", "C", "C", "C", "N", "H", "H", "H", "H", "H", "H", "H", "H", "H", "H", "H", "C", "C", "C", "C", "C", "C", "C", "H", "H", "H", "H", "H", "H", "H", "H"], "positions_angstrom": [[-0.0523, -2.0740, -0.4619], [1.1821, -2.9095, -0.8453], [0.0378, -1.4838, 0.9258], [-1.0579, -1.2322, 1.7599], [1.1353, -1.0335, 1.7193], [0.6761, -0.5569, 2.9790], [2.5386, -1.0500, 1.5741], [1.5635, -0.0047, 3.8856], [3.3175, -0.1864, 2.3321], [2.8285, 0.3870, 3.5305], [-0.6768, -0.7236, 2.9913], [-0.4317, -1.3864, -1.2184], [-0.8066, -2.8774, -0.3889], [1.2762, -3.0178, -1.9388], [-2.0258, -1.2680, 1.2832], [-1.3740, -0.4608, 3.6613], [3.0380, -1.5305, 0.7457], [1.1221, 0.2246, 4.8530], [4.2551, 0.1769, 1.9107], [3.4940, 1.0330, 4.0758], [1.1214, -3.8755, -0.3519], [2.1124, -2.4373, -0.6180], [-2.0419, 2.0150, -4.2855], [-1.1117, 1.4321, -0.1749], [-2.4359, 1.6855, -0.5075], [-0.1124, 1.4262, -1.1392], [-2.6970, 1.8309, -1.8860], [-0.3670, 1.7445, -2.4532], [-1.7132, 1.9070, -2.8373], [-0.8485, 1.4105, 0.8847], [-3.2968, 1.6112, 0.1379], [0.9061, 1.2571, -0.8062], [-3.7661, 1.9472, -2.0972], [0.4415, 1.8693, -3.1484], [-1.5024, 1.1654, -4.7366], [-1.6553, 2.9611, -4.7153], [-3.0728, 2.0238, -4.6394]], "nbo_charge": [-0.429, -0.597, -0.081, -0.025, -0.095, 0.116, -0.187, -0.222, -0.236, -0.234, -0.526, 0.225, 0.212, 0.209, 0.216, 0.415, 0.203, 0.202, 0.209, 0.220, 0.208, 0.199, -0.632, -0.212, -0.216, -0.217, -0.208, -0.202, -0.038, 0.215, 0.212, 0.219, 0.203, 0.212, 0.219, 0.218, 0.222], "e_homo_ev": -7.63, "charge": 0, "orbital_gap_ev": 8.47, "smiles": "CCc1c[nH]c2ccccc12.Cc1ccccc1"}